No. 1
The following is a DFT calculation (the ωB97M-V functional and the def2-TZVPD basis) of a single C24H28N4O4 molecule.

Structure (XYZ):
```
60
Properties=species:S:1:pos:R:3:forces:R:3:mulliken_charge:R:1
C 1.18926 3.26434 5.88180 0.149 0.220 0.197 -1.39
C 2.49711 3.60206 5.20317 -0.260 0.017 0.246 1.15
O 3.26978 4.39999 5.68885 -0.026 -0.025 -0.011 -0.61
C 2.79079 2.91753 3.92367 0.368 -0.049 -0.412 0.12
C 3.99593 3.21361 3.28144 -0.273 -0.052 0.169 -0.95
C 4.34420 2.61702 2.08965 0.144 0.007 -0.125 -0.30
C 3.47823 1.69467 1.50313 0.001 0.243 0.381 1.02
N 3.76055 1.04791 0.30857 -0.366 -0.276 0.018 -0.08
C 4.80209 1.21170 -0.54894 -0.122 -0.204 -0.212 0.66
O 5.73705 1.96460 -0.40416 0.243 0.137 -0.004 -0.66
C 4.67589 0.27323 -1.75399 0.044 0.040 -0.045 -0.88
N 3.29328 -0.09677 -1.97780 0.139 -0.120 -0.192 0.24
C 2.54516 0.94787 -2.65703 -0.333 0.139 0.005 -0.94
C 1.06016 0.60491 -2.61569 0.211 0.263 -0.029 -0.56
N 0.84992 -0.67252 -3.27657 -0.253 -0.060 0.130 0.05
C -0.53948 -1.00637 -3.47687 0.372 0.100 0.050 -1.66
C -1.38500 -1.19925 -2.20940 0.009 -0.004 -0.350 1.13
O -0.95286 -1.08702 -1.08494 0.097 0.020 0.154 -0.64
N -2.68052 -1.50967 -2.51320 -0.193 -0.054 -0.362 -0.09
C -3.75583 -1.75114 -1.65670 -0.230 -0.048 0.369 0.93
C -3.64786 -1.69628 -0.26873 0.330 0.077 -0.010 -0.80
C -4.75183 -1.94221 0.52275 -0.403 -0.097 -0.167 -0.62
C -5.98775 -2.24890 -0.04427 0.231 0.041 -0.439 0.15
C -7.21345 -2.52244 0.74555 -0.081 -0.010 0.313 1.09
C -7.09619 -2.44233 2.24809 -0.316 -0.078 -0.044 -1.35
O -8.26242 -2.79697 0.20478 0.025 0.007 0.016 -0.61
C -6.08466 -2.30306 -1.43698 0.004 0.007 0.145 -1.05
C -4.98980 -2.05848 -2.23307 0.077 0.017 0.049 -0.44
C 1.62061 -1.71799 -2.62445 0.308 -0.146 -0.037 -0.54
C 3.10227 -1.35432 -2.67427 -0.208 -0.289 0.043 -1.01
C 2.26931 1.39301 2.13550 0.095 -0.048 -0.162 -0.93
C 1.92989 1.99439 3.32742 0.153 0.183 0.138 -0.74
H 0.35383 3.51170 5.23067 -0.111 -0.048 -0.059 0.37
H 1.15092 2.20246 6.11420 -0.073 -0.114 -0.015 0.37
H 1.10820 3.83627 6.80260 0.020 0.006 -0.011 0.34
H 4.65679 3.92883 3.74776 0.048 0.045 0.025 0.44
H 5.27585 2.85434 1.60374 0.026 0.001 -0.015 0.51
H 3.06253 0.38992 -0.03498 0.183 0.129 -0.005 -0.05
H 5.15104 0.75380 -2.62229 -0.026 0.001 0.135 0.34
H 5.25462 -0.62442 -1.51534 -0.018 0.044 -0.030 0.39
H 2.71753 1.89942 -2.14931 -0.015 0.004 -0.023 0.44
H 2.86742 1.04683 -3.70702 0.035 0.021 0.070 0.39
H 0.49306 1.37049 -3.15080 0.002 0.021 0.028 0.41
H 0.72503 0.58390 -1.56863 0.011 0.053 -0.090 0.25
H -0.99477 -0.20608 -4.07137 -0.073 -0.109 -0.009 0.45
H -0.58259 -1.93189 -4.06203 -0.111 0.064 -0.010 0.45
H -2.91101 -1.57732 -3.49590 0.138 0.037 0.146 0.20
H -2.69835 -1.46093 0.18113 0.004 0.000 0.000 0.52
H -4.63621 -1.89189 1.59371 0.001 0.004 0.118 0.32
H -6.77418 -1.44720 2.54662 0.090 0.069 0.069 0.37
H -8.06449 -2.65570 2.69340 0.001 -0.002 -0.023 0.34
H -6.36876 -3.16759 2.60598 0.111 -0.018 0.072 0.36
H -7.04288 -2.54146 -1.87348 -0.062 -0.015 -0.031 0.45
H -5.08151 -2.10325 -3.30958 -0.018 -0.007 -0.115 0.32
H 1.45679 -2.65613 -3.16041 0.008 -0.015 0.019 0.42
H 1.32181 -1.85168 -1.57477 0.038 -0.039 -0.094 0.24
H 3.68320 -2.13162 -2.17274 -0.002 0.023 -0.033 0.47
H 3.42647 -1.29126 -3.72621 0.023 -0.015 0.053 0.35
H 1.59682 0.68016 1.67869 -0.075 -0.079 -0.047 0.48
H 0.98903 1.73917 3.78906 -0.094 -0.020 0.056 0.34
```
Positions in Å, forces in eV/Å.

Results
Relative energy (zero: lowest compared OMol25 entry of this formula, charge and spin) in eV: 2.040
E_HOMO in eV: -8.5845
Maximum force in eV/A: 0.6
LUMO energy in eV: 0.11
Gap between HOMO and LUMO in eV: 8.696
SMILES string: CC(=O)c1ccc(NC(=O)CN2CCN(CC(=O)Nc3ccc(C(C)=O)cc3)CC2)cc1

=====

No. 2
The following is a DFT calculation (the ωB97M-V functional and the def2-TZVPD basis) of a single C24H28N4O4 molecule in a non-equilibrium geometry.

Structure (XYZ):
```
60
Properties=species:S:1:pos:R:3:forces:R:3:mulliken_charge:R:1
C -5.00896 0.53733 -2.67045 0.045 0.183 0.051 -1.53
C -4.34818 1.72866 -1.99225 -0.047 -0.145 -0.078 -0.08
C -3.15636 1.33345 -1.18175 -0.038 -0.186 -0.079 0.36
N -2.75241 0.12442 -1.15250 -0.708 0.083 -0.471 -0.98
N -1.68581 -0.24325 -0.41552 0.457 0.348 0.325 0.84
C -1.36768 -1.65653 -0.51086 -0.050 -0.467 0.021 -0.94
C -2.36561 -2.50875 0.27531 0.128 0.166 0.019 -0.72
C -2.20266 -2.37585 1.79270 0.057 -0.280 -0.133 -0.52
C -0.94439 -3.11451 2.23629 -0.430 0.488 0.171 0.46
O -0.92731 -4.32170 2.38747 -0.067 -0.469 -0.100 -0.69
N 0.12263 -2.32150 2.43682 0.390 0.235 0.171 -0.03
C 1.44641 -2.85759 2.68845 -0.035 -0.145 0.040 -1.40
C 2.35937 -2.52757 1.53924 0.114 0.081 0.197 0.64
C 3.38200 -1.60430 1.67034 -0.211 -0.252 0.015 -1.26
C 4.18290 -1.25770 0.59489 0.303 0.143 -0.331 -0.04
C 3.96138 -1.83304 -0.65110 -0.174 -0.082 0.175 0.76
O 4.67757 -1.59124 -1.78203 -0.073 -0.132 -0.072 -0.46
C 5.73025 -0.63762 -1.77730 0.335 0.406 -0.124 0.53
C 5.17957 0.78748 -1.84718 0.000 -0.410 0.154 -1.26
C 6.59632 -0.95140 -2.99364 -0.252 -0.086 0.393 -1.54
C 2.92687 -2.76266 -0.78814 0.092 0.089 -0.091 -0.63
C 2.14186 -3.10294 0.29068 0.127 0.067 0.008 -0.32
C -0.95789 0.60689 0.38208 -0.128 -0.216 -0.157 0.55
O -0.02464 0.21254 1.06926 0.123 0.217 0.125 -0.80
C -1.40060 1.98335 0.32682 0.210 0.447 0.250 0.22
C -0.89849 3.10978 0.95444 0.047 -0.185 0.002 -1.33
C -1.72265 4.15891 0.52804 -0.915 -1.055 -0.927 0.00
O -1.87254 5.48635 0.68240 0.390 0.141 0.332 -0.47
C -2.93945 5.82500 -0.08153 -0.595 -0.264 -0.516 -0.61
C -3.49466 4.76184 -0.73200 -0.051 0.465 0.058 -0.69
C -2.70343 3.65571 -0.34006 0.743 0.571 0.701 1.39
N -2.50558 2.31554 -0.46485 0.437 -0.078 0.314 -0.05
H -4.30313 0.03957 -3.32791 0.011 -0.093 -0.072 0.33
H -5.86507 0.86719 -3.25283 -0.067 0.017 -0.049 0.43
H -5.34318 -0.18082 -1.92789 -0.043 -0.109 0.018 0.32
H -5.06038 2.22974 -1.32981 0.033 0.077 -0.022 0.35
H -4.02762 2.45984 -2.74063 -0.026 0.076 0.053 0.35
H -1.41363 -1.92633 -1.56872 0.087 0.078 0.084 0.34
H -0.34913 -1.79124 -0.14370 -0.077 0.021 -0.112 0.36
H -3.37412 -2.20931 -0.01908 0.012 -0.071 -0.041 0.44
H -2.22708 -3.55552 0.00090 -0.062 -0.028 -0.035 0.41
H -3.05471 -2.84911 2.28245 0.087 0.038 0.059 0.38
H -2.16151 -1.32696 2.08742 -0.039 0.057 0.029 0.24
H 0.09082 -1.34703 2.15348 -0.203 -0.108 -0.047 0.34
H 1.83717 -2.43590 3.62010 0.026 -0.118 -0.069 0.34
H 1.32940 -3.93939 2.80292 0.061 0.172 0.074 0.50
H 3.56391 -1.14058 2.62915 0.003 0.051 0.110 0.31
H 4.97021 -0.53627 0.74823 0.063 0.069 -0.047 0.36
H 6.33716 -0.76108 -0.86832 -0.117 -0.028 -0.104 0.30
H 4.50321 0.98157 -1.01822 -0.044 0.081 0.057 0.36
H 4.62934 0.92068 -2.77569 -0.042 0.021 -0.106 0.34
H 5.99568 1.50433 -1.81270 0.074 0.100 0.007 0.38
H 6.97543 -1.96767 -2.92812 0.069 -0.080 -0.023 0.37
H 6.00316 -0.86191 -3.89979 -0.053 0.035 -0.118 0.34
H 7.43363 -0.26117 -3.04403 0.089 0.075 -0.026 0.42
H 2.76561 -3.20610 -1.75843 -0.009 -0.063 -0.116 0.43
H 1.34861 -3.82757 0.17313 -0.105 -0.104 -0.026 0.42
H -0.05702 3.13509 1.61424 0.200 -0.096 0.140 0.50
H -3.21491 6.86104 -0.08539 0.033 0.147 0.057 0.47
H -4.33998 4.78985 -1.38730 -0.185 0.109 -0.122 0.46
```
Positions in Å, forces in eV/Å.

Results
Relative energy (zero: lowest compared OMol25 entry of this formula, charge and spin) in eV: 3.283
E_HOMO in eV: -8.0961
Maximum force in eV/A: 1.7
LUMO energy in eV: 0.44
Gap between HOMO and LUMO in eV: 8.540
SMILES string: CCc1nn(CCCC(=O)NCc2ccc(OC(C)C)cc2)c(=O)c2cc3occc3n12